# C30H38BBrClGeHfN5O4S2

A structure of composition C30H38BBrClGeHfN5O4S2 in a non-equilibrium geometry (wB97M-V/def2-TZVPD, the OMol25 dataset).

CARTESIAN COORDINATES (ANGSTROEM)
Hf (0.120038, -0.046671, -0.076751)
B (-1.170611, 3.322770, 2.191879)
C (-0.872982, 2.517571, 0.965022)
N (-0.659524, 1.987802, -0.075797)
H (-1.991534, 4.055829, 1.627095)
H (-0.148926, 3.892486, 2.505759)
H (-1.701698, 2.659244, 3.051869)
Ge (-0.832746, 3.003569, -1.914625)
C (0.634460, 4.194208, -1.922483)
C (0.433392, 5.421048, -1.285524)
C (1.408543, 6.405017, -1.364157)
C (2.578161, 6.165743, -2.073267)
C (2.787532, 4.941301, -2.698174)
C (1.815931, 3.957397, -2.627192)
C (-1.319225, 1.948601, -3.429016)
C (-2.684723, 1.837354, -3.686441)
C (-3.127138, 1.232606, -4.857233)
C (-2.207639, 0.750031, -5.778693)
C (-0.842013, 0.870949, -5.534350)
C (-0.398621, 1.468216, -4.363014)
H (-2.106708, 3.730077, -1.469335)
H (-0.478381, 5.615079, -0.731999)
H (1.251461, 7.359710, -0.879597)
H (3.329587, 6.941288, -2.146259)
H (3.705702, 4.759943, -3.242438)
H (1.976216, 3.009970, -3.127371)
H (-3.410309, 2.222690, -2.980078)
H (-4.188327, 1.160317, -5.058104)
H (-2.552647, 0.303265, -6.702971)
H (-0.125759, 0.527233, -6.270226)
H (0.664400, 1.580661, -4.194829)
C (3.995433, -2.793866, 4.092838)
C (2.963357, -2.965925, 2.984253)
N (2.673652, -1.724500, 2.257020)
C (1.914151, -0.732257, 2.691856)
S (1.782976, 0.718570, 1.719705)
N (1.294349, -0.828820, 3.854194)
C (0.421162, 0.178346, 4.492981)
C (1.063368, 0.746821, 5.745698)
H (4.248583, -3.767544, 4.512538)
H (3.638152, -2.161900, 4.908270)
H (4.907989, -2.346086, 3.698448)
H (2.022290, -3.368295, 3.367162)
H (3.325415, -3.674271, 2.243618)
H (3.135295, -1.560909, 1.376877)
H (1.512872, -1.633122, 4.425214)
H (-0.522264, -0.315162, 4.724816)
H (0.222608, 0.955563, 3.763085)
H (1.335010, -0.043885, 6.449270)
H (0.362092, 1.412189, 6.249677)
H (1.960962, 1.316003, 5.499408)
S (-2.102195, -0.759843, -1.321409)
C (-1.993076, -2.015157, -2.476765)
N (-2.741643, -3.103122, -2.443763)
C (-2.569075, -3.943250, -3.641326)
C (-1.476196, -3.175752, -4.424987)
N (-1.215607, -2.018175, -3.552184)
H (-3.424420, -3.266425, -1.722715)
H (-3.502721, -4.016376, -4.191920)
H (-2.248756, -4.942875, -3.364419)
H (-1.823745, -2.846460, -5.400762)
H (-0.574041, -3.764881, -4.556436)
H (-0.758177, -1.175567, -3.865318)
Cl (4.207911, 1.529327, -1.221038)
C (3.380752, 0.365669, -2.285357)
C (2.080810, -0.005975, -1.636428)
O (1.973368, -0.979749, -0.843333)
O (1.021128, 0.721456, -1.802088)
H (4.018410, -0.504775, -2.387481)
H (3.214907, 0.857914, -3.237878)
Br (-3.555021, -5.254296, 5.606113)
C (-2.767415, -4.128057, 4.338048)
C (-1.812898, -4.647633, 3.468688)
C (-1.226347, -3.812140, 2.538497)
C (-1.587600, -2.465262, 2.491945)
C (-2.549842, -1.955860, 3.364023)
C (-3.148105, -2.791738, 4.288143)
C (-0.942867, -1.580379, 1.539824)
O (-1.141531, -0.303831, 1.549544)
O (-0.119936, -2.008940, 0.639564)
H (-1.544136, -5.693774, 3.525133)
H (-0.485994, -4.191999, 1.844969)
H (-2.824985, -0.909571, 3.307092)
H (-3.904284, -2.418780, 4.965410)

Forces on atoms 1 to 3 (eV/Å):
0.703 -1.375 0.007
-0.028 0.204 0.203
-0.101 0.254 0.219

Output
Energy in eV: -210094.518
Charge: +2
HOMO level in eV: -13.74
Max |F| in eV/Å: 1.54
Relative energy (zero: lowest compared OMol25 entry of this formula, charge and spin) in eV: 0.317

---

# C6H11NO

An isolated molecule of C6H11NO in a non-equilibrium geometry (wB97M-V/def2-TZVPD, the OMol25 dataset).

CARTESIAN COORDINATES (ANGSTROEM)
C (0.428872, 2.517313, -0.581058)
N (0.781910, 1.106858, -0.197669)
C (-0.315175, 0.225644, -0.466922)
C (-0.042125, -1.194587, 0.046242)
C (0.134580, -1.186147, 1.520499)
C (-0.114783, -2.208845, 2.314787)
C (-0.632973, 0.057332, -1.996474)
O (-1.820161, -0.117318, -2.134135)
H (0.234858, 2.534181, -1.665357)
H (-0.413448, 2.951180, 0.059294)
H (1.250594, 3.140529, -0.373812)
H (1.644416, 0.777562, -0.416754)
H (-1.274936, 0.619910, -0.058450)
H (-0.796700, -1.864931, -0.237161)
H (0.841306, -1.566006, -0.422490)
H (0.353727, -0.230085, 2.097845)
H (-0.550337, -3.101717, 1.894060)
H (0.094545, -2.383638, 3.313954)
H (0.195830, -0.077241, -2.696399)

Forces on atoms 1 to 3 (eV/Å):
-0.493 -1.590 0.467
-4.075 2.678 1.583
0.492 -0.142 -1.430

Output
Energy in eV: -9935.529
Charge: 0
HOMO level in eV: -8.53
Structure (SMILES): C=CC[C@H](C=O)NC
Max |F| in eV/Å: 5.13
Relative energy (zero: lowest compared OMol25 entry of this formula, charge and spin) in eV: 2.925

---

# C5H10OPPd

A structure of composition C5H10OPPd in a non-equilibrium geometry (wB97M-V/def2-TZVPD, the OMol25 dataset).

CARTESIAN COORDINATES (ANGSTROEM)
C (0.983435, 0.114895, -1.120274)
C (0.031511, -0.015603, -2.295971)
C (-0.690682, -1.151551, -2.027833)
C (-0.114378, -1.852930, -0.882931)
C (0.950862, -0.998248, -0.203570)
Pd (-0.752053, -0.089058, -0.193085)
P (-0.183859, 2.117240, 1.210944)
H (1.697092, 0.937522, -0.724301)
H (0.161841, 0.805026, -3.131883)
H (-1.208138, -1.502488, -2.893573)
H (1.645597, -1.280597, 0.655737)
H (-0.547262, -2.871542, -0.757271)
H (-1.235208, 2.609578, 2.217764)
H (0.191801, 3.362613, 0.335161)
H (0.997204, 1.519651, 1.864597)
O (-0.718908, -0.451169, 3.104741)
H (0.059740, -0.273657, 2.565145)
H (-1.268597, -0.979683, 2.276605)

Forces on atoms 1 to 3 (eV/Å):
3.110 1.392 -0.085
3.996 3.814 0.220
1.624 -0.854 -1.807

Output
Spin multiplicity: 3
Energy in eV: -20156.239
Charge: -1
HOMO level (alpha / beta) in eV: 0.04 / -3.46
Max |F| in eV/Å: 9.32
Relative energy (zero: lowest compared OMol25 entry of this formula, charge and spin) in eV: 2.058

---

# C4H13N2

The ion C4H13N2 with charge +1 in a non-equilibrium geometry (wB97M-V/def2-TZVPD, the OMol25 dataset).

CARTESIAN COORDINATES (ANGSTROEM)
C (-1.376543, -1.849559, -0.036988)
C (-0.509353, -0.678198, 0.308822)
C (-0.849266, 0.470187, -0.557610)
C (-0.011301, 1.652789, -0.037792)
N (1.480782, 1.544904, 0.260762)
N (0.973782, -1.079471, 0.020485)
H (-2.410279, -1.611776, 0.230076)
H (-0.925784, -2.608926, 0.690826)
H (-1.303661, -2.218914, -1.155041)
H (-0.517320, -0.408353, 1.338844)
H (-1.961991, 0.729066, -0.429312)
H (-0.785928, 0.208092, -1.668049)
H (-0.145542, 2.439726, -0.722431)
H (-0.390028, 1.833125, 0.938106)
H (1.996426, 2.187816, -0.347796)
H (1.503070, -0.110676, 0.041573)
H (1.699718, 1.997594, 1.134800)
H (1.150747, -1.666199, -0.868850)
H (1.387401, -1.599915, 0.789940)

Forces on atoms 1 to 3 (eV/Å):
1.022 -2.082 0.444
0.427 -1.488 -2.557
-0.108 0.885 -0.852

Output
Energy in eV: -7332.156
Charge: +1
HOMO level in eV: -14.39
Structure (SMILES): C[C@@H]([NH3+])CCN
Max |F| in eV/Å: 2.99
Relative energy (zero: lowest compared OMol25 entry of this formula, charge and spin) in eV: 1.331